1.
Molecular formula: C3H4FNOS
Method: DFT, ωB97M-V/def2-TZVPD

Computed properties:
Energy above the lowest of the compared OMol25 structures with the same formula, charge and spin   117.09 kJ/mol
Highest occupied orbital energy   -9.449 eV
SMILES   O=C1[C@H](F)CN1S

Last column: Löwdin charge in e.
Positions of all 11 atoms, in Å:
C 0.74816 0.15578 -0.48966  -0.129
C -0.36055 1.19222 -0.40240  -0.202
C -0.93153 0.30627 0.73985  -0.434
H 0.56118 -2.81565 0.24693  -0.140
H 1.73562 0.55667 -0.20439  0.124
H 0.73840 -0.34410 -1.46536  0.126
H -0.10739 2.22891 -0.17262  0.155
N 0.09553 -0.63729 0.56286  -0.463
O -1.93092 0.30119 1.38608  0.122
F -1.13744 1.10041 -1.53640  0.015
S 0.58893 -2.04440 1.33512  0.826

2.
Molecular formula: C3H4FNOS
Method: DFT, ωB97M-V/def2-TZVPD

Computed properties:
Energy above the lowest of the compared OMol25 structures with the same formula, charge and spin   179.49 kJ/mol
Highest occupied orbital energy   -9.141 eV
SMILES   N#CCF.OC=S

Last column: Löwdin charge in e.
Positions of all 11 atoms, in Å:
C -1.38992 0.37713 0.43046  -0.233
C -2.58770 0.15485 -0.39768  -0.166
C 2.03867 -0.00428 -0.06364  -0.750
H -1.04629 1.40682 0.29197  0.067
H -1.64721 0.21867 1.48031  0.128
H 2.59522 -1.80086 -0.31810  0.115
H 2.45212 -0.11400 0.94754  0.078
N -3.53177 -0.01180 -1.04221  0.154
O 2.15522 -1.09839 -0.81849  -0.019
F -0.39271 -0.49171 0.06378  -0.116
S 1.35438 1.36356 -0.57394  0.742

3.
Molecular formula: C3H4FNS
Method: DFT, ωB97M-V/def2-TZVPD

Computed properties:
Energy above the lowest of the compared OMol25 structures with the same formula, charge and spin   441.33 kJ/mol
Highest occupied orbital energy   -8.969 eV
SMILES   C#CS.C=NF

Last column: Löwdin charge in e.
Positions of all 10 atoms, in Å:
C 0.99802 1.25594 -0.57804  -0.006
C 1.57241 0.19508 -0.60280  -0.664
C -2.48179 0.01521 0.81549  -0.029
N -1.69630 -0.88750 0.51487  -0.008
F -1.78046 -1.43644 -0.76259  -0.098
S 2.41491 -1.28554 -0.52349  0.730
H 0.46804 2.28142 -0.61412  0.071
H 2.07835 -1.99004 -1.60027  -0.142
H -3.35114 0.37744 0.33376  0.074
H -2.17168 0.45698 1.73408  0.072

4.
Molecular formula: C3H4FO2
Method: DFT, ωB97M-V/def2-TZVPD

Computed properties:
Net charge   -1
Energy above the lowest of the compared OMol25 structures with the same formula, charge and spin   276.20 kJ/mol
Highest occupied orbital energy   -1.021 eV

Last column: Löwdin charge in e.
Positions of all 10 atoms, in Å:
C 1.76543 -3.59025 -1.65254  -0.374
C 0.13749 -0.71983 -1.62057  -0.318
C -1.02281 -0.13964 -0.94064  -0.450
O 0.77262 -4.18841 -1.94046  0.155
O 2.82769 -3.10748 -1.37031  0.137
F -1.52394 -1.21251 -0.04577  -0.280
H 0.98976 -1.00805 -0.87397  0.047
H -0.26756 -1.70827 -2.01621  0.042
H 0.56947 0.04387 -2.38911  0.074
H -0.50442 0.59904 -0.34343  -0.031

5.
Molecular formula: C3H4FO2
Method: DFT, ωB97M-V/def2-TZVPD

Computed properties:
Net charge   -1
Energy above the lowest of the compared OMol25 structures with the same formula, charge and spin   0.07 kJ/mol
Highest occupied orbital energy   -4.098 eV
SMILES   C[C@H](F)C(=O)[O-]

Last column: Löwdin charge in e.
Positions of all 10 atoms, in Å:
C 1.51869 -0.48766 0.08935  -0.721
C -1.10040 0.07897 -0.49894  -0.069
C 0.09628 0.26365 0.41875  -0.277
O 2.30327 -0.03953 -0.72938  -0.046
O 1.66942 -1.52304 0.76469  -0.092
F 0.22704 1.67980 0.53374  -0.087
H -1.04525 0.43101 -1.48505  0.045
H -1.51847 -0.98018 -0.48618  0.097
H -1.86754 0.62560 0.04946  0.059
H -0.28305 -0.04862 1.34356  0.091

6.
Molecular formula: C3H4FO2Si
Method: DFT, ωB97M-V/def2-TZVPD

Computed properties:
Net charge   -1
Energy above the lowest of the compared OMol25 structures with the same formula, charge and spin   146.78 kJ/mol
Highest occupied orbital energy   -5.367 eV

Last column: Löwdin charge in e.
Positions of all 11 atoms, in Å:
C 1.05051 2.45438 -0.62430  -0.021
C 1.06555 1.22183 -0.53269  -0.170
C -2.22508 -0.77873 0.22613  -0.569
O -3.17298 -0.22542 0.79273  -0.068
O -0.98201 -0.73468 0.46997  -0.222
F 2.67643 -0.79871 0.18132  -0.379
Si 1.01632 -0.60910 0.15634  0.390
H -2.67130 -1.46119 -0.58243  0.116
H 1.19565 3.36196 -1.10951  -0.030
H 1.17254 -0.60223 1.57673  -0.017
H 0.87437 -1.82811 -0.55430  -0.029

7.
Molecular formula: C3H4FeO3
Method: DFT, ωB97M-V/def2-TZVPD

Computed properties:
Net charge   -1
Energy above the lowest of the compared OMol25 structures with the same formula, charge and spin   366.08 kJ/mol
Highest occupied orbital energy (spin up / spin down)   -2.307 / -3.107 eV
Spin multiplicity   6

Last column: Löwdin spin population.
Positions of all 11 atoms, in Å:
O 0.33559 0.82638 -0.70402  0.009
C 0.70831 -0.14609 0.19356  0.027
O 1.24916 -1.13086 -0.38021  0.179
Fe 0.96722 -3.00591 0.19198  4.455
O -0.85216 -2.64385 1.34084  0.153
C -1.16392 -2.11257 0.22889  0.143
H -2.23700 -1.76924 0.17503  0.031
C 0.25616 2.17492 -0.31620  0.002
H 1.12621 2.67900 -0.76280  0.000
H 0.25744 2.46572 0.74251  0.000
H -0.64700 2.66249 -0.70957  0.000

8.
Molecular formula: C3H4FeO3
Method: DFT, ωB97M-V/def2-TZVPD

Computed properties:
Net charge   +2
Energy above the lowest of the compared OMol25 structures with the same formula, charge and spin   140.79 kJ/mol
Highest occupied orbital energy (spin up / spin down)   -20.195 / -20.159 eV
Spin multiplicity   5

Last column: Löwdin spin population.
Positions of all 11 atoms, in Å:
H 1.76995 2.17687 0.61633  0.003
O 0.88376 -0.21883 0.25351  0.092
Fe 0.53848 -2.09967 -0.06508  3.811
C 1.43207 0.89117 -0.16752  0.017
C 0.57478 2.09521 0.04809  0.012
H 1.91617 0.80969 -1.15211  0.001
H 0.43874 2.65466 -0.88645  0.001
H 0.16146 2.26888 1.05000  0.000
O -1.29469 -1.37894 -0.15546  0.039
C -1.38932 -0.19717 -0.01115  0.010
O -1.66345 0.95143 -0.17534  0.014

9.
Molecular formula: C3H4GdO2
Method: DFT, ωB97M-V/def2-TZVPD

Computed properties:
Net charge   +1
Energy above the lowest of the compared OMol25 structures with the same formula, charge and spin   1001.96 kJ/mol
Highest occupied orbital energy (spin up / spin down)   -10.764 / -10.986 eV
Spin multiplicity   8

Last column: Löwdin spin population.
Positions of all 10 atoms, in Å:
C -1.18678 1.44744 -0.52585  0.167
O 1.16781 -1.09248 -0.63110  0.068
C 0.74173 -0.60661 0.67248  0.104
C -0.46012 0.18131 0.62114  0.165
O -2.13097 0.67001 -0.00423  0.528
Gd 0.34406 -0.01345 -2.62605  5.956
H 1.23664 -2.04848 -0.61019  0.005
H 1.56408 -0.06183 1.16256  0.005
H -0.24723 1.72457 0.46231  0.003
H -1.02922 -0.20047 1.47893  -0.001

10.
Molecular formula: C3H4GdO4
Method: DFT, ωB97M-V/def2-TZVPD

Computed properties:
Net charge   +1
Energy above the lowest of the compared OMol25 structures with the same formula, charge and spin   557.07 kJ/mol
Highest occupied orbital energy (spin up / spin down)   -12.619 / -14.851 eV
Spin multiplicity   8

Last column: Löwdin spin population.
Positions of all 12 atoms, in Å:
O -2.60165 -0.71645 0.25385  0.025
C -2.14892 0.45638 -0.04292  0.014
C -1.04384 -1.74300 -0.11956  0.090
O -1.75693 1.25800 0.82162  0.033
O -1.28823 0.31447 -1.09441  0.242
C -0.31866 -0.70448 -0.79964  0.552
H -1.47934 -2.48335 -0.79367  0.027
H -0.68864 -2.33285 0.73086  0.015
H 0.33730 -0.93590 -1.64705  0.038
O 3.72379 0.89448 0.70311  0.073
H 4.31428 1.36520 1.28906  0.010
Gd 1.60944 0.66711 0.75566  5.882

11.
Molecular formula: C3H4I2
Method: DFT, ωB97M-V/def2-TZVPD

Computed properties:
Energy above the lowest of the compared OMol25 structures with the same formula, charge and spin   45.01 kJ/mol
Highest occupied orbital energy   -9.090 eV
SMILES   I/C=C/CI

Last column: Löwdin charge in e.
Positions of all 9 atoms, in Å:
C -0.28519 -0.73248 0.79730  -0.476
C 0.42954 0.15152 -0.16566  -0.333
C -0.15873 0.69178 -1.24726  -0.677
I 0.86313 -1.93329 2.48666  0.511
I 0.75413 2.18225 -2.34383  0.813
H -1.12790 -1.38043 0.58268  0.038
H -0.69317 0.02079 1.51497  0.039
H 1.30122 0.65090 0.09450  0.050
H -1.08302 0.34897 -1.71936  0.037

12.
Molecular formula: C3H4I2O
Method: DFT, ωB97M-V/def2-TZVPD

Computed properties:
Energy above the lowest of the compared OMol25 structures with the same formula, charge and spin   162.86 kJ/mol
Highest occupied orbital energy   -9.565 eV

Last column: Löwdin charge in e.
Positions of all 10 atoms, in Å:
C -0.04262 0.52089 -0.98189  -0.293
C 0.41044 -0.66659 -0.14606  -0.655
C -0.53227 0.12706 0.95375  -0.657
O -0.90512 1.03352 -0.03731  -0.149
I -0.42033 -2.62998 -0.68624  0.741
I 0.86813 1.02248 2.43724  0.740
H 0.84478 1.11358 -0.92093  0.102
H -0.39855 0.59783 -2.00099  0.131
H 1.42649 -0.65961 0.03924  0.014
H -1.25096 -0.45918 1.34319  0.026

Question: Look up the energy above the lowest of the compared OMol25 structures with the same formula, charge and spin of the tenth one.
Answer: 557.07 kJ/mol

Please write out number 2 again, unchanged.
Molecular formula: C3H4FNOS
Method: DFT, ωB97M-V/def2-TZVPD

Computed properties:
Energy above the lowest of the compared OMol25 structures with the same formula, charge and spin   179.49 kJ/mol
Highest occupied orbital energy   -9.141 eV
SMILES   N#CCF.OC=S

Last column: Löwdin charge in e.
Positions of all 11 atoms, in Å:
C -1.38992 0.37713 0.43046  -0.233
C -2.58770 0.15485 -0.39768  -0.166
C 2.03867 -0.00428 -0.06364  -0.750
H -1.04629 1.40682 0.29197  0.067
H -1.64721 0.21867 1.48031  0.128
H 2.59522 -1.80086 -0.31810  0.115
H 2.45212 -0.11400 0.94754  0.078
N -3.53177 -0.01180 -1.04221  0.154
O 2.15522 -1.09839 -0.81849  -0.019
F -0.39271 -0.49171 0.06378  -0.116
S 1.35438 1.36356 -0.57394  0.742

Question: energy above the lowest of the compared OMol25 structures with the same formula, charge and spin of number 4 (C3H4FO2)?
Answer: 276.20 kJ/mol

Question: Look up the energy above the lowest of the compared OMol25 structures with the same formula, charge and spin of the tenth one.
Answer: 557.07 kJ/mol